1.
Here is a molecular structure, C38H54F4N5NbO4PS at a distorted geometry from the OMol25 dataset. Energies are from ωB97M-V/def2-TZVPD.

XYZ file:
```
108
Properties=species:S:1:pos:R:3
Nb 12.621 13.242 11.042
S 14.625 11.131 15.460
P 10.208 12.966 8.581
F 11.553 15.453 11.293
F 13.977 19.051 8.004
F 10.447 18.172 11.031
F 14.821 16.597 8.119
O 13.667 14.786 14.997
O 13.695 14.179 12.849
O 10.214 11.831 14.316
O 14.513 10.772 14.026
N 11.526 13.033 9.582
N 11.382 13.184 12.776
N 13.822 14.864 10.242
N 12.660 11.013 11.897
N 14.682 12.375 10.282
C 14.618 12.448 8.776
C 14.735 9.691 17.803
C 14.883 9.619 16.414
C 15.179 8.574 18.538
C 12.281 18.685 9.658
C 9.706 13.985 5.957
C 13.322 16.112 9.962
C 10.128 11.200 7.772
C 16.413 11.725 15.611
C 17.771 13.671 15.132
C 13.400 18.259 8.958
C 15.232 14.820 10.425
C 15.289 11.050 10.617
C 15.823 7.448 16.489
C 11.592 14.216 13.839
C 10.512 14.172 7.266
C 10.858 12.003 13.284
C 8.612 14.316 10.618
C 15.768 7.484 17.913
C 12.174 16.527 10.629
C 16.508 13.092 15.269
C 11.315 10.739 12.493
C 11.661 17.789 10.552
C 10.051 15.639 7.792
C 18.780 11.633 15.918
C 8.510 13.174 9.563
C 13.928 16.995 9.059
C 8.013 11.882 10.254
C 10.357 10.101 8.856
C 12.071 14.283 7.018
C 15.477 8.532 15.734
C 15.596 13.417 10.858
C 18.917 12.939 15.438
C 7.405 13.575 8.520
C 13.125 14.387 13.984
C 8.798 10.809 7.053
C 17.540 11.013 16.013
C 11.259 11.037 6.723
H 11.808 19.640 9.536
H 16.669 13.183 10.621
H 7.679 14.478 8.033
H 13.966 13.323 8.460
H 11.032 14.004 14.714
H 14.129 11.486 8.416
H 10.364 15.926 8.805
H 9.389 9.618 9.187
H 10.967 9.273 8.360
H 15.772 15.127 9.491
H 10.561 10.677 11.680
H 15.120 8.611 19.635
H 15.545 11.067 11.679
H 7.240 12.149 10.972
H 15.638 13.689 15.078
H 15.473 15.498 11.268
H 10.137 13.199 5.307
H 17.909 14.664 14.836
H 15.555 13.313 11.952
H 10.520 16.384 7.136
H 12.922 10.284 11.201
H 17.423 9.941 16.247
H 11.197 9.852 13.015
H 14.569 10.252 10.376
H 19.682 11.016 16.116
H 8.656 13.748 6.193
H 9.799 14.964 5.350
H 12.207 15.263 6.570
H 12.444 13.445 6.416
H 8.931 15.731 7.919
H 14.239 10.541 18.273
H 7.204 12.913 7.671
H 13.304 11.009 12.741
H 9.019 9.749 6.818
H 16.233 10.856 9.978
H 8.719 15.313 10.243
H 7.554 11.160 9.608
H 6.433 13.779 9.064
H 11.230 11.750 5.878
H 12.538 14.266 7.968
H 11.164 15.155 13.520
H 8.711 11.279 10.801
H 7.886 10.727 7.678
H 16.221 6.670 18.406
H 7.705 14.223 11.259
H 12.300 11.118 7.195
H 10.943 10.545 9.683
H 8.675 11.435 6.133
H 15.582 12.607 8.347
H 19.834 13.478 15.418
H 15.542 8.560 14.638
H 11.148 9.998 6.276
H 9.484 14.084 11.292
H 16.216 6.540 15.983
```

- Total charge: +1
- HOMO energy: -10.639 eV
- ΔE to the lowest compared entry with this formula, charge and spin: 0.337 eV



2.
Here is 2 unconnected molecules or ions with the total composition C4H12 from the OMol25 dataset. Energies are from ωB97M-V/def2-TZVPD.

XYZ file:
```
16
Properties=species:S:1:pos:R:3
C -1.772 -1.491 -1.263
C 1.453 1.904 0.333
C -0.497 -2.172 -0.759
C 0.814 1.744 1.704
H -0.254 -1.821 0.241
H 1.315 1.005 2.324
H 0.742 2.727 2.183
H 2.329 2.561 0.332
H -0.686 -3.247 -0.756
H 0.756 2.307 -0.406
H -2.099 -1.938 -2.204
H 0.389 -2.017 -1.372
H 1.831 0.958 -0.083
H -0.217 1.370 1.618
H -2.560 -1.629 -0.529
H -1.667 -0.409 -1.399
```

- Total charge: 0
- HOMO energy: -11.768 eV
- ΔE to the lowest compared entry with this formula, charge and spin: 0.102 eV
- SMILES: CC.CC



3.
Here is a single C2H4O2P2 molecule at a distorted geometry from the OMol25 dataset. Energies are from ωB97M-V/def2-TZVPD.

XYZ file:
```
10
Properties=species:S:1:pos:R:3
P 1.042 1.473 -0.806
P -0.879 -0.821 -1.292
O -0.292 -2.007 -1.916
O 0.488 0.530 -1.755
C 0.271 0.902 0.656
C -0.247 -0.683 0.581
H 0.780 1.028 1.568
H -0.641 1.511 0.654
H 0.674 -1.244 1.042
H -1.196 -0.690 1.267
```

- Total charge: 0
- HOMO energy: -8.245 eV
- ΔE to the lowest compared entry with this formula, charge and spin: 1.644 eV



no.,E_LUMO (Ha)
1,-0.1171
2,0.0401
3,-0.0573